{"formula": "C28H21N3ORuS4", "method": "the ωB97M-V functional and the def2-TZVPD basis", "symbols": ["Ru", "C", "C", "C", "C", "C", "H", "H", "H", "H", "H", "N", "C", "C", "C", "C", "C", "C", "N", "C", "C", "C", "S", "C", "N", "H", "H", "H", "H", "H", "H", "H", "O", "C", "C", "C", "C", "C", "S", "C", "C", "C", "C", "S", "C", "C", "C", "C", "S", "H", "H", "H", "H", "H", "H", "H", "H", "H"], "xyz": [[-0.1503, 1.2487, 0.6174], [0.7973, 3.1791, 1.2818], [-0.5232, 3.3915, 1.7419], [-1.3906, 3.2830, 0.6338], [-0.6127, 3.1167, -0.5414], [0.7567, 3.0577, -0.1392], [1.6910, 3.1791, 1.8853], [-0.8120, 3.5456, 2.7683], [-2.4666, 3.3633, 0.6609], [-0.9822, 3.0661, -1.5504], [1.6077, 2.9391, -0.7892], [2.0445, -1.3772, 3.1274], [2.8771, -1.5769, 2.0384], [3.9928, -2.3881, 1.8639], [4.6319, -2.2936, 0.6465], [4.1838, -1.4121, -0.3514], [3.0758, -0.6128, -0.1730], [2.4014, -0.7207, 1.0428], [1.3123, -0.0142, 1.5483], [1.1366, -0.4413, 2.7789], [0.0567, 0.0476, 3.6143], [-0.1426, -0.1092, 4.9506], [-1.5975, 0.6537, 5.4045], [-1.8311, 1.1546, 3.7935], [-0.9047, 0.7756, 2.9664], [2.1042, -1.8378, 4.0186], [4.3469, -3.0498, 2.6431], [5.5040, -2.9048, 0.4580], [4.7250, -1.3616, -1.2868], [2.7239, 0.0609, -0.9372], [0.4770, -0.6134, 5.6748], [-2.6948, 1.7326, 3.4960], [0.5138, 0.4763, -1.1008], [-0.5700, -0.2114, -1.6694], [-1.4838, -0.5602, -0.4946], [-2.5120, 0.1931, 0.0381], [-3.1564, -0.4517, 1.1343], [-2.5902, -1.6503, 1.4295], [-1.2969, -2.0409, 0.3826], [-0.0707, -1.4655, -2.3616], [-0.7865, -2.5569, -2.7569], [-0.0093, -3.4811, -3.5065], [1.2729, -3.0596, -3.6712], [1.5446, -1.5468, -2.9257], [-1.2759, 0.6483, -2.7099], [-2.5824, 0.6903, -3.0948], [-2.8014, 1.5374, -4.2202], [-1.6530, 2.1089, -4.6654], [-0.3027, 1.6457, -3.7198], [-2.8825, 1.0871, -0.4382], [-4.0106, -0.0446, 1.6564], [-2.8803, -2.3406, 2.2073], [-1.8381, -2.6909, -2.5414], [-0.3868, -4.4149, -3.8971], [2.0794, -3.5650, -4.1781], [-3.3641, 0.1119, -2.6214], [-3.7676, 1.7050, -4.6737], [-1.5279, 2.7950, -5.4881]], "multiplicity": 2, "fmax_ha_per_bohr": 0.0353, "s2": 0.7610, "e_above_lowest_kcal_mol": 11.9, "total_charge": 1, "e_homo_ev": [-10.5, -10.5], "lumo_ev": [-2.99, -2.99]}

{"formula": "C27H28FeNO3", "method": "the ωB97M-V functional and the def2-TZVPD basis", "symbols": ["O", "C", "Fe", "C", "O", "C", "O", "C", "C", "C", "C", "C", "C", "H", "H", "H", "H", "H", "H", "H", "C", "C", "C", "C", "C", "C", "C", "C", "C", "C", "C", "C", "C", "N", "C", "C", "C", "C", "C", "H", "H", "H", "H", "H", "H", "H", "H", "H", "H", "H", "H", "H", "H", "H", "H", "H", "H", "H", "H", "H"], "xyz": [[-2.3169, -4.7538, 0.1150], [-1.4525, -5.0236, -0.6155], [-0.0003, -5.3736, -1.5542], [0.6488, -6.3309, -0.2308], [1.0048, -6.9211, 0.7049], [-0.6085, -6.8573, -2.2694], [-0.9026, -7.8530, -2.7903], [0.6981, -0.4196, -1.5988], [-0.1116, -1.5520, -2.2036], [0.6144, -2.8541, -2.4274], [1.8736, -3.0544, -1.9004], [2.5552, -1.9798, -1.2786], [2.0317, -0.6808, -1.2941], [0.3164, 0.6082, -1.6549], [-0.9593, -1.7721, -1.5235], [-0.5753, -1.2286, -3.1559], [0.1381, -3.5251, -3.1673], [2.3793, -4.0283, -1.9744], [3.5194, -2.1571, -0.7961], [2.6902, 0.1578, -1.0584], [4.2763, 2.9396, -0.0208], [3.4643, 4.0250, 0.2641], [2.2373, 3.8562, 0.9524], [1.4459, 4.9620, 1.3426], [0.3016, 4.7798, 2.1013], [-0.1427, 3.4796, 2.4025], [0.4940, 2.3610, 1.8636], [-0.1373, 0.9867, 2.0092], [-0.6825, 0.2747, 0.7478], [-1.6504, -0.8495, 1.1504], [-3.0731, -0.4311, 0.7309], [-3.3320, 1.0264, 1.2141], [-2.3824, 1.9865, 0.5300], [-1.2945, 1.1805, -0.2225], [-2.1444, 0.5930, -1.3333], [-3.1165, -0.4406, -0.8139], [1.7937, 2.5245, 1.2878], [2.6781, 1.4528, 1.0504], [3.8928, 1.6496, 0.3999], [5.2122, 3.0730, -0.5676], [3.7557, 5.0375, -0.0251], [1.7821, 5.9595, 1.0627], [-0.2686, 5.6329, 2.4623], [-1.0276, 3.3459, 3.0285], [0.6193, 0.3050, 2.4283], [-0.9523, 1.0421, 2.7516], [0.1853, -0.1848, 0.2355], [-1.3438, -1.7859, 0.6625], [-1.6006, -1.0089, 2.2337], [-3.8199, -1.1151, 1.1495], [-4.3603, 1.3111, 0.9690], [-3.2117, 1.0891, 2.3009], [-2.9240, 2.5696, -0.2263], [-1.9294, 2.6784, 1.2344], [-2.7125, 1.4464, -1.7379], [-1.5298, 0.2235, -2.1455], [-2.8599, -1.4316, -1.2090], [-4.1187, -0.1885, -1.1753], [2.3958, 0.4502, 1.3891], [4.5378, 0.7928, 0.1960]], "multiplicity": 5, "fmax_ha_per_bohr": 0.0850, "s2": 6.1291, "e_above_lowest_kcal_mol": 1.2, "total_charge": 1, "e_homo_ev": [-9.7, -10.7], "lumo_ev": [-4.30, -7.29]}

{"formula": "C2H5N2O3", "method": "the ωB97M-V functional and the def2-TZVPD basis", "symbols": ["C", "C", "N", "N", "O", "O", "O", "H", "H", "H", "H", "H"], "xyz": [[-0.5553, -0.7346, -0.7238], [0.2293, -1.5635, 0.1441], [-0.2417, 1.0098, -0.0914], [-0.8229, 2.0441, -0.5082], [0.7403, 1.0479, 0.5807], [-1.5477, -0.8026, -1.3556], [-0.5300, 3.2650, 0.0365], [0.8310, -0.8424, 0.8989], [-0.5806, -2.1897, 0.7837], [0.9373, -2.1510, -0.4212], [-1.7149, 1.9039, -0.9077], [0.0581, 3.3611, 0.8427]], "fmax_ha_per_bohr": 0.0959, "e_above_lowest_kcal_mol": 152.1, "total_charge": 1, "e_homo_ev": -15.8, "lumo_ev": -5.73}

{"formula": "H2N2O3S2", "method": "the ωB97M-V functional and the def2-TZVPD basis", "symbols": ["N", "N", "O", "O", "O", "S", "S", "H", "H"], "xyz": [[1.3218, 0.4160, 0.5393], [-1.1861, 0.6329, -1.3963], [-1.1471, 0.0677, 1.0040], [0.0076, -1.3494, -0.7781], [1.3795, -1.4603, 2.1811], [-0.2907, -0.1502, -0.1300], [2.0553, -0.2165, 1.7885], [-1.3867, 1.4606, -0.9632], [-0.7537, 0.5992, -2.2453]], "fmax_ha_per_bohr": 0.1031, "e_above_lowest_kcal_mol": 12.6, "total_charge": 0, "e_homo_ev": -11.0, "lumo_ev": -1.48}

What is the formula in the first record?
C28H21N3ORuS4